1.
Density functional theory data (the ωB97M-V functional and the def2-TZVPD basis) for an isolated molecule of C5H3F2N3 in a non-equilibrium geometry.

XYZ file:
```
13
Properties=species:S:1:pos:R:3:forces:R:3
C 2.0002 -1.3152 0.0183 -1.1 1.4 -1.4
C -1.3191 0.2007 -0.1116 -1.9 2.2 0.1
C -0.9708 1.4966 0.0191 -2.0 -1.4 -1.0
C -0.4020 -0.9481 0.1542 0.2 2.8 -2.7
C 0.9086 -0.5823 -0.4846 -0.2 -0.3 0.6
N 2.7672 -1.8791 0.6379 1.7 -1.3 1.1
N 0.1599 1.9272 0.6697 0.3 1.4 0.4
N 1.1918 1.3945 0.8097 0.2 -1.1 -0.4
F -1.7953 2.5034 -0.3841 0.9 -0.8 0.6
F 0.9138 -0.0594 -1.7143 0.2 -0.3 0.1
H -2.3909 0.0447 -0.4648 1.7 0.0 0.4
H -0.1214 -1.0536 1.1376 0.0 -0.7 2.6
H -0.9421 -1.7294 -0.2872 -0.1 -2.0 -0.4
```
Forces are in eV/Å.

Summary:
- lowest unoccupied orbital energy (alpha / beta) (eV) = -0.72 / -0.55
- total energy (Ha) = -556.156797
- frontier orbital gap (alpha / beta) (Eh) = 0.29964 / 0.30707
- multiplicity = 1

2.
Density functional theory data (the ωB97M-V functional and the def2-TZVPD basis) for an isolated molecule of C5H3FO in a non-equilibrium geometry.

XYZ file:
```
10
Properties=species:S:1:pos:R:3:forces:R:3
C 1.4784 1.0452 -0.0565 -0.7 0.0 0.3
C -1.0114 0.5113 0.3836 -2.5 0.8 1.2
C 0.0075 -1.1266 -0.3272 2.5 -2.1 0.1
C 0.3779 0.3385 0.0041 0.2 -1.3 -0.9
C -0.5546 -0.7959 0.9332 0.5 0.4 1.1
O 2.3707 1.7463 -0.1321 1.0 0.4 -0.1
F 1.0395 -2.1134 -0.3025 -1.2 1.2 -0.4
H -1.3550 1.2427 1.0927 0.2 0.3 0.3
H -1.7577 0.3693 -0.3824 0.0 0.5 -0.9
H -0.5953 -1.2174 -1.2130 0.0 -0.2 -0.6
```
Forces are in eV/Å.

Summary:
- lowest unoccupied orbital energy (eV) = -0.08
- total energy (Ha) = -367.236344
- frontier orbital gap (Eh) = 0.33311
- multiplicity = 1

3.
Density functional theory data (the ωB97M-V functional and the def2-TZVPD basis) for an isolated molecule of C5H3N in a non-equilibrium geometry.

XYZ file:
```
9
Properties=species:S:1:pos:R:3:forces:R:3
C -1.9436 -0.1495 -0.3600 0.9 1.1 1.0
C -3.1349 0.0291 -0.1687 1.3 -1.1 -1.9
C -4.2479 0.1802 0.7845 -2.9 -0.3 -0.5
C 0.3315 0.0141 0.6575 -2.3 -0.3 2.3
C -0.5546 0.1804 -0.3319 0.9 0.5 -1.2
N -4.5915 -0.1474 -0.3798 1.0 0.8 2.2
H 1.3551 0.2982 0.5586 0.4 0.3 -0.1
H -0.0725 -0.2174 1.7203 1.0 -0.2 -2.0
H -0.1780 0.7680 -1.1980 -0.3 -0.9 0.2
```
Forces are in eV/Å.

Summary:
- lowest unoccupied orbital energy (eV) = -0.91
- total energy (Ha) = -246.862095
- frontier orbital gap (Eh) = 0.31510
- multiplicity = 1

4.
Density functional theory data (the ωB97M-V functional and the def2-TZVPD basis) for an isolated molecule of C5H3N in a non-equilibrium geometry.

XYZ file:
```
9
Properties=species:S:1:pos:R:3:forces:R:3
N 1.9553 -0.5410 0.0657 -0.1 -0.4 -0.6
C 1.8052 0.7953 -0.0905 1.6 1.2 0.1
C 0.4201 1.1979 0.0359 -1.0 -0.2 0.9
C -0.3261 -0.0976 0.1853 4.9 1.5 -1.0
C 0.7238 -1.0762 -0.1301 -0.6 -0.2 1.8
C 0.3690 0.3101 -1.2154 -0.8 -0.3 -0.5
H 0.0939 2.2997 0.1302 0.4 -2.3 -0.5
H -1.2690 -0.2681 0.4322 -4.1 -0.9 0.3
H 0.6001 -2.1936 -0.1895 -0.2 1.5 -0.5
```
Forces are in eV/Å.

Summary:
- lowest unoccupied orbital energy (alpha / beta) (eV) = -0.69 / -0.69
- total energy (Ha) = -246.775880
- frontier orbital gap (alpha / beta) (Eh) = 0.28432 / 0.28413
- structure (SMILES) = N1=C2[C@@H]3[C@@H]4[C@H]1[C@@]243
- multiplicity = 1